{
  "formula": "Cl2H4LiO2",
  "method": "ωB97M-V/def2-TZVPD",
  "orbital_gap_ev": 6.64,
  "energy_ha": -1080.91593,
  "total_charge": -1,
  "relative_energy_ev": 2.431,
  "lumo_ev": 2.81,
  "symbols": ["Li", "Cl", "Cl", "O", "H", "H", "O", "H", "H"],
  "xyz": [[0.20349, 0.14897, -0.36263], [0.45829, -0.30016, -2.19734], [1.62761, 1.45503, 0.28310], [-1.11229, 0.80281, -0.02354], [-0.95641, 1.28024, 0.79132], [-1.99843, 1.05465, -0.28348], [0.37214, -1.20598, 0.42843], [0.86817, -1.90433, 0.00125], [0.53744, -1.33124, 1.36289]]
}